(1)
Entry from the Open Molecules 2025 dataset: C23H17N8SSn as an isolated structure (ωB97M-V/def2-TZVPD).

**Largest force on an atom**: 0.0088 hartree/bohr
**E_HOMO**: -11.67 eV
**Total energy**: -52706.334 eV
**Charge**: +1
**HOMO-LUMO gap**: 7.35 eV

CARTESIAN COORDINATES (ANGSTROEM)
Sn -0.087 -1.014 -2.322
N 3.634 1.613 -1.122
C 2.427 1.021 -1.118
S 2.481 -0.762 -1.110
N 1.361 1.747 -1.102
N 0.179 1.034 -1.108
C -0.883 1.663 -0.760
C -0.915 3.081 -0.324
C -0.604 4.090 -1.229
C -0.636 5.413 -0.820
C -0.961 5.728 0.494
C -1.265 4.721 1.399
C -1.252 3.395 0.988
C -2.127 0.839 -0.765
C -3.352 1.343 -0.379
C -4.444 0.483 -0.336
C -4.279 -0.847 -0.675
C -3.025 -1.273 -1.082
N -1.980 -0.446 -1.131
H 4.471 1.070 -1.231
H 3.687 2.619 -1.148
H -0.334 3.840 -2.247
H -0.403 6.199 -1.525
H -0.980 6.762 0.812
H -1.516 4.966 2.422
H -1.495 2.608 1.694
H -3.448 2.386 -0.114
H -5.414 0.857 -0.034
H -5.100 -1.548 -0.640
H -2.840 -2.298 -1.378
N -0.208 -2.748 -1.170
C -0.221 -3.928 -1.030
N -0.131 -5.120 -0.750
C -0.721 -6.252 -1.091
N -1.198 -7.270 -1.348
C 0.529 -0.243 1.806
C 1.260 -1.283 1.413
C 0.829 -2.669 1.633
C 1.682 -3.686 1.549
C 3.095 -3.436 1.220
C 3.547 -2.226 0.883
C 2.605 -1.072 0.766
C 4.017 -4.548 1.280
N 4.745 -5.435 1.334
H 0.888 0.776 1.705
H -0.443 -0.392 2.264
H -0.203 -2.837 1.916
H 1.371 -4.702 1.748
H 4.590 -2.067 0.645
H 3.066 -0.151 1.119

(2)
Entry from the Open Molecules 2025 dataset: a 2-piece molecular cluster, C7H14N2 overall in a non-equilibrium geometry (ωB97M-V/def2-TZVPD).

**Largest force on an atom**: 0.0576 hartree/bohr
**E_HOMO**: -8.57 eV
**Total energy**: -10465.568 eV
**Charge**: 0
**SMILES**: Cc1c[nH]cn1.CCC
**HOMO-LUMO gap**: 9.44 eV

CARTESIAN COORDINATES (ANGSTROEM)
C -2.330 1.669 1.756
C -1.898 0.294 1.356
C -1.498 -0.738 2.186
N -1.058 -1.769 1.391
C -1.303 -1.433 0.112
N -1.726 -0.169 0.085
H -2.129 1.757 2.838
H -3.345 1.878 1.446
H -1.619 2.417 1.341
H -1.204 -0.817 3.227
H -0.574 -2.585 1.714
H -1.189 -1.901 -0.852
C 0.767 -0.166 -2.103
C 1.893 -0.375 -1.101
C 2.870 0.857 -1.202
H 0.149 0.658 -1.765
H 0.115 -1.037 -2.173
H 1.045 0.056 -3.120
H 1.388 -0.568 -0.140
H 2.514 -1.277 -1.355
H 2.665 1.272 -2.165
H 2.609 1.553 -0.410
H 3.858 0.425 -1.067

(3)
Entry from the Open Molecules 2025 dataset: C15H31BrNiP2 as an isolated structure in a non-equilibrium geometry (ωB97M-V/def2-TZVPD).

**Largest force on an atom**: 0.0643 hartree/bohr
**E_HOMO (spin up / spin down)**: -3.93 / -4.52 eV
**2S+1**: 3
**Total energy**: -145711.424 eV
**Charge**: 0
**HOMO-LUMO gap (spin up / spin down)**: 3.40 / 4.00 eV

CARTESIAN COORDINATES (ANGSTROEM)
P -0.204 -1.965 -1.201
P 0.202 2.228 -1.314
C -0.453 -0.513 -2.339
C 0.465 0.739 -2.330
H -1.513 -0.240 -2.293
H -0.353 -0.954 -3.336
H 1.505 0.424 -2.212
H 0.384 1.173 -3.333
C -1.334 3.024 -1.794
H -1.666 3.729 -1.018
H -2.137 2.297 -1.951
H -1.145 3.566 -2.719
C 1.505 3.404 -1.607
H 1.281 3.931 -2.545
H 2.463 2.893 -1.723
H 1.599 4.149 -0.805
C -1.353 -3.242 -1.773
H -1.419 -4.073 -1.059
H -1.004 -3.627 -2.739
H -2.356 -2.809 -1.880
C 1.458 -2.644 -1.500
H 2.217 -1.841 -1.556
H 1.453 -3.209 -2.449
H 1.776 -3.336 -0.708
Ni 1.985 -0.659 3.879
C -0.024 2.141 0.485
C -1.343 1.650 0.943
C -1.991 0.529 0.330
C -1.825 -0.792 1.085
C -0.661 -1.701 0.531
C 0.658 -1.304 0.960
C 1.379 -0.094 0.607
C 1.121 1.339 1.186
C 0.628 -1.785 4.838
H 0.148 3.176 0.852
H -1.711 2.050 1.895
H -1.458 0.410 -0.617
H -3.041 0.684 -0.014
H -1.651 -0.651 2.169
H -2.768 -1.376 1.013
H -0.840 -2.722 0.901
H 1.191 -2.003 1.647
H 1.304 -0.012 -0.470
H 2.485 -0.305 0.719
H 0.876 1.334 2.256
H 2.060 1.904 1.116
H 1.126 -1.664 5.823
H 0.686 -2.822 4.465
H -0.433 -1.440 4.936
Br 0.727 1.012 4.649

(4)
Entry from the Open Molecules 2025 dataset: C6H8KLiO6 as an isolated structure in a non-equilibrium geometry (ωB97M-V/def2-TZVPD).

**Largest force on an atom**: 0.0749 hartree/bohr
**E_HOMO**: -5.88 eV
**Total energy**: -35166.365 eV
**Charge**: 0
**HOMO-LUMO gap**: 4.99 eV

CARTESIAN COORDINATES (ANGSTROEM)
O 0.272 -1.437 -0.364
O -1.810 0.709 -1.380
C -0.769 -2.100 0.299
C -2.153 -1.573 -0.042
O -2.417 -0.282 0.515
C -2.392 0.850 -0.284
H -0.532 -2.054 1.377
H -0.867 -3.175 0.046
H -2.893 -2.254 0.402
H -2.278 -1.569 -1.136
O 1.322 0.892 -0.919
C 1.112 2.250 -0.508
C 1.119 2.147 1.017
O 1.745 0.883 1.272
C 1.833 0.183 0.140
H 1.934 2.845 -0.922
H 0.165 2.601 -0.929
H 0.102 2.100 1.427
H 1.711 2.925 1.507
O 2.771 -0.590 -0.062
K 2.252 -3.151 0.223
Li -0.225 -0.199 -1.677

(5)
Entry from the Open Molecules 2025 dataset: a 2-piece molecular cluster, C48H61N4 overall in a non-equilibrium geometry (ωB97M-V/def2-TZVPD).

**Largest force on an atom**: 0.0556 hartree/bohr
**E_HOMO**: -7.92 eV
**Total energy**: -56719.122 eV
**Charge**: +1
**HOMO-LUMO gap**: 3.12 eV

CARTESIAN COORDINATES (ANGSTROEM)
C 4.188 -0.268 -3.171
C 4.279 -1.309 -2.059
C 5.742 -1.719 -1.852
C 3.389 -2.513 -2.364
C 3.770 -3.357 -3.407
C 3.095 -4.554 -3.634
C 2.083 -4.954 -2.760
C 1.668 -4.113 -1.731
C 0.594 -4.566 -0.752
C 0.590 -6.081 -0.527
C -0.777 -4.085 -1.211
C 2.245 -2.832 -1.602
N 1.908 -2.034 -0.442
N 2.549 -2.386 0.701
N 2.181 -1.458 1.599
C 2.693 -1.476 2.952
C 3.763 -0.637 3.282
C 4.535 0.136 2.205
C 6.005 -0.284 2.171
C 4.429 1.648 2.389
C 4.138 -0.519 4.621
C 3.468 -1.243 5.606
C 2.420 -2.094 5.260
C 2.031 -2.229 3.926
C 0.876 -3.171 3.563
C -0.451 -2.695 4.153
C 1.161 -4.610 3.997
C 1.289 -0.559 1.074
C 0.774 0.523 1.895
C 1.039 -0.928 -0.234
C 0.116 -0.371 -1.111
H 3.158 0.081 -3.299
H 4.822 0.593 -2.935
H 4.525 -0.697 -4.124
H 3.903 -0.868 -1.128
H 5.841 -2.436 -1.028
H 6.146 -2.187 -2.761
H 6.350 -0.836 -1.619
H 4.625 -3.078 -4.030
H 3.397 -5.202 -4.451
H 1.612 -5.933 -2.879
H 0.832 -4.085 0.209
H 1.593 -6.444 -0.274
H -0.083 -6.330 0.302
H 0.242 -6.611 -1.424
H -0.777 -3.006 -1.400
H -1.054 -4.595 -2.144
H -1.534 -4.307 -0.451
H 4.080 -0.144 1.246
H 6.102 -1.360 1.988
H 6.526 0.252 1.369
H 6.491 -0.048 3.127
H 3.388 1.988 2.380
H 4.885 1.941 3.344
H 4.963 2.162 1.579
H 4.975 0.134 4.886
H 3.768 -1.144 6.649
H 1.903 -2.675 6.031
H 0.814 -3.158 2.467
H -0.679 -1.666 3.849
H -1.272 -3.342 3.818
H -0.408 -2.733 5.251
H 2.074 -4.987 3.522
H 1.285 -4.669 5.086
H 0.327 -5.258 3.704
H 0.126 1.142 1.263
H 0.182 0.164 2.757
H 1.572 1.169 2.299
H -0.453 0.462 -0.724
H 0.021 -0.770 -2.111
C -2.244 6.330 -1.094
C -1.925 5.565 -2.381
C -1.893 6.547 -3.561
C -0.591 4.831 -2.329
C -3.032 4.553 -2.601
N -3.926 4.817 -3.567
C -4.940 3.881 -3.598
C -4.690 2.962 -2.570
C -5.606 1.936 -2.375
C -6.722 1.858 -3.225
C -6.923 2.775 -4.276
C -6.015 3.819 -4.474
C -3.438 3.360 -1.911
C -2.847 2.653 -0.834
C -3.624 2.166 0.269
C -4.958 2.607 0.557
C -5.716 1.988 1.544
C -5.231 0.895 2.270
C -6.168 0.114 3.138
C -3.874 0.570 2.121
C -3.079 1.215 1.180
H -2.429 5.652 -0.249
H -1.401 6.992 -0.854
H -3.153 6.937 -1.233
H -1.770 6.017 -4.514
H -2.788 7.185 -3.587
H -1.025 7.206 -3.449
H -0.479 4.211 -3.231
H 0.232 5.561 -2.327
H -0.511 4.196 -1.439
H -3.898 5.593 -4.218
H -5.425 1.202 -1.589
H -7.445 1.056 -3.079
H -7.785 2.678 -4.938
H -6.110 4.548 -5.278
H -1.768 2.478 -0.828
H -5.391 3.430 -0.018
H -6.729 2.337 1.753
H -5.663 -0.673 3.701
H -6.682 0.758 3.859
H -6.943 -0.352 2.516
H -3.435 -0.201 2.753
H -2.018 0.968 1.086

(6)
Entry from the Open Molecules 2025 dataset: C41H89IN4O11S as an isolated structure in a non-equilibrium geometry (ωB97M-V/def2-TZVPD).

**Largest force on an atom**: 0.0425 hartree/bohr
**E_HOMO**: -8.40 eV
**Total energy**: -91375.000 eV
**Charge**: 0
**HOMO-LUMO gap**: 7.90 eV

CARTESIAN COORDINATES (ANGSTROEM)
C 0.306 -4.721 2.154
C 0.057 -3.260 1.693
O -1.305 -2.882 1.870
C -1.663 -1.778 1.046
C -0.829 -0.477 1.338
C -1.766 0.717 1.743
C -2.601 1.273 0.560
C -1.812 2.172 -0.459
C -0.628 2.960 0.123
C -0.765 3.862 1.302
C -2.169 4.006 1.922
C -2.561 5.449 2.357
C -2.283 6.536 1.296
I -4.737 5.403 2.623
C 0.300 4.541 1.840
O 0.168 5.346 2.968
N 0.939 6.529 2.887
O 0.350 7.425 3.339
C 1.600 4.377 1.223
N 2.798 4.888 1.546
S 3.902 4.399 0.465
N 2.967 3.449 -0.516
C 1.759 3.538 0.041
C 0.606 2.818 -0.503
C 0.884 1.962 -1.750
N 1.587 0.705 -1.384
H 1.344 -4.973 1.858
H -0.417 -5.421 1.698
H 0.219 -4.742 3.257
H 0.669 -2.615 2.362
H 0.338 -3.116 0.630
H -2.750 -1.594 1.089
H -1.441 -2.084 -0.006
H -0.103 -0.615 2.153
H -0.376 -0.188 0.373
H -2.495 0.275 2.461
H -1.202 1.473 2.315
H -3.478 1.796 0.986
H -3.020 0.398 0.019
H -2.537 2.927 -0.837
H -1.546 1.548 -1.321
H -2.930 3.691 1.184
H -2.250 3.269 2.748
H -2.144 5.665 3.350
H -2.824 6.320 0.356
H -1.199 6.669 1.148
H -2.710 7.484 1.677
H 1.616 2.537 -2.354
H 0.013 1.804 -2.400
H 1.252 0.397 -0.473
H 2.548 1.003 -1.206
C 5.559 -1.903 -1.879
C 5.891 -0.471 -2.263
C 7.207 -0.024 -1.645
O 4.843 0.397 -1.832
H 5.451 -1.998 -0.793
H 4.610 -2.207 -2.321
H 6.336 -2.591 -2.214
H 5.949 -0.388 -3.349
H 7.154 -0.057 -0.553
H 7.429 1.008 -1.922
H 8.033 -0.658 -1.972
H 4.782 0.332 -0.872
C -2.727 0.775 6.513
C -4.038 0.687 5.752
C -5.202 0.383 6.683
O -3.938 -0.335 4.762
H -2.502 -0.176 7.006
H -1.901 0.982 5.830
H -2.758 1.561 7.271
H -4.225 1.627 5.228
H -5.056 -0.578 7.184
H -6.134 0.311 6.120
H -5.313 1.159 7.444
H -3.772 -1.172 5.214
C 4.588 -1.380 -6.882
C 5.888 -1.570 -6.119
C 7.047 -1.844 -7.064
O 5.751 -2.657 -5.201
H 4.333 -2.282 -7.447
H 3.763 -1.192 -6.193
H 4.660 -0.542 -7.578
H 6.100 -0.677 -5.528
H 6.873 -2.762 -7.633
H 7.973 -1.988 -6.503
H 7.187 -1.020 -7.765
H 5.563 -3.452 -5.711
C 0.432 -2.255 7.270
C -0.775 -3.119 7.603
C -0.358 -4.533 7.974
O -1.656 -3.158 6.478
H 0.978 -2.661 6.413
H 0.117 -1.247 6.996
H 1.116 -2.190 8.118
H -1.330 -2.671 8.430
H 0.161 -5.016 7.141
H -1.235 -5.144 8.200
H 0.302 -4.534 8.841
H -1.176 -3.551 5.740
C 2.007 -7.440 9.052
C 3.117 -6.401 8.996
C 4.340 -6.859 9.775
O 2.643 -5.165 9.531
H 1.685 -7.608 10.083
H 1.132 -7.096 8.497
H 2.335 -8.392 8.630
H 3.393 -6.214 7.957
H 4.094 -7.008 10.831
H 5.125 -6.101 9.735
H 4.737 -7.794 9.376
H 2.396 -5.315 10.451
C 6.299 3.750 -9.389
C 5.250 2.658 -9.246
C 3.858 3.248 -9.082
O 5.560 1.842 -8.117
H 6.323 4.383 -8.498
H 7.294 3.313 -9.497
H 6.099 4.380 -10.258
H 5.273 2.010 -10.124
H 3.802 3.865 -8.180
H 3.116 2.455 -8.971
H 3.585 3.863 -9.942
H 5.543 2.402 -7.332
C -5.772 1.982 -3.726
C -5.630 1.839 -2.219
C -6.988 1.727 -1.544
O -4.928 2.966 -1.693
H -6.330 2.889 -3.978
H -4.791 2.071 -4.196
H -6.288 1.124 -4.158
H -5.032 0.954 -1.989
H -7.586 2.625 -1.725
H -6.872 1.634 -0.462
H -7.542 0.861 -1.911
H -5.445 3.756 -1.888
C -6.960 -0.685 -8.648
C -6.817 -0.825 -7.140
C -8.176 -0.941 -6.465
O -6.119 0.306 -6.619
H -7.522 0.218 -8.902
H -5.979 -0.594 -9.118
H -7.474 -1.547 -9.078
H -6.216 -1.705 -6.908
H -8.777 -0.046 -6.648
H -8.059 -1.031 -5.384
H -8.726 -1.810 -6.830
H -6.640 1.093 -6.817

(7)
Entry from the Open Molecules 2025 dataset: a 2-piece molecular cluster, C16H17N overall in a non-equilibrium geometry (ωB97M-V/def2-TZVPD).

**Largest force on an atom**: 0.0898 hartree/bohr
**E_HOMO**: -7.67 eV
**Total energy**: -18355.822 eV
**Charge**: 0
**SMILES**: Cc1c[nH]c2ccccc12.Cc1ccccc1
**HOMO-LUMO gap**: 8.52 eV

CARTESIAN COORDINATES (ANGSTROEM)
C 3.306 -0.108 -4.348
C 2.352 0.155 -3.336
C 2.004 1.405 -2.860
N 1.096 1.249 -1.724
C 0.836 -0.085 -1.540
C -0.073 -0.650 -0.585
C -0.324 -2.035 -0.822
C 0.282 -2.872 -1.886
C 1.232 -2.327 -2.713
C 1.579 -0.850 -2.564
H 2.964 -0.084 -5.401
H 3.498 -1.181 -4.224
H 4.215 0.478 -4.175
H 2.145 2.328 -3.372
H 0.676 2.053 -1.262
H -0.557 -0.167 0.303
H -1.038 -2.477 -0.067
H 0.044 -3.897 -1.796
H 1.830 -2.893 -3.418
C -3.844 0.348 3.510
C -2.416 0.652 3.016
C -1.528 -0.396 3.014
C -0.191 -0.114 2.730
C 0.224 1.183 2.647
C -0.672 2.251 2.677
C -2.018 2.047 2.948
H -4.306 1.297 3.946
H -3.833 -0.311 4.283
H -4.422 -0.179 2.813
H -1.766 -1.473 3.095
H 0.521 -0.977 2.853
H 1.320 1.424 2.527
H -0.398 3.296 2.454
H -2.737 2.911 3.278

(8)
Entry from the Open Molecules 2025 dataset: FHO2PTl as an isolated structure in a non-equilibrium geometry (ωB97M-V/def2-TZVPD).

**Largest force on an atom**: 0.0865 hartree/bohr
**E_HOMO**: -23.01 eV
**Total energy**: -20788.383 eV
**Charge**: +2
**HOMO-LUMO gap**: 10.74 eV

CARTESIAN COORDINATES (ANGSTROEM)
P -0.711 -1.538 -0.757
O 0.289 -0.889 -1.810
O -0.842 -0.524 0.371
F 0.643 2.128 2.390
Tl -0.031 0.822 1.413
H 0.651 0.001 -1.608

(9)
Entry from the Open Molecules 2025 dataset: a 2-piece molecular cluster, C3H6N2O2S overall in a non-equilibrium geometry (ωB97M-V/def2-TZVPD).

**Largest force on an atom**: 0.1129 hartree/bohr
**E_HOMO**: -8.54 eV
**Total energy**: -21109.630 eV
**Charge**: 0
**HOMO-LUMO gap**: 7.59 eV

CARTESIAN COORDINATES (ANGSTROEM)
C 3.653 -0.193 0.128
C 0.215 -0.866 -0.199
C -1.895 0.675 0.094
H 4.032 -1.310 -0.242
H 4.234 0.680 -0.459
H 3.820 -0.243 1.359
H -0.432 -1.787 -0.399
H 1.138 1.471 0.989
H -2.145 1.746 0.542
N 1.424 -0.946 0.036
N -0.554 0.390 0.034
O 2.237 0.125 -0.094
O 0.243 1.543 -0.285
S -3.026 -0.482 0.038